Entry 1:
ORCA calculation (wB97M-V/def2-TZVPD) on a 2-piece molecular cluster, C5H12O2 overall.

```
19
C5H12O2 | OMol25 | wB97M-V/def2-TZVPD
O -1.395 -0.633 0.597
O 1.237 -1.185 0.019
C -1.231 0.377 -0.410
C 0.147 0.994 -0.293
C 2.035 -0.910 1.161
C -1.534 -0.196 -1.788
C 0.586 1.582 0.814
H 1.543 2.091 0.833
H 0.328 -1.364 0.310
H -1.378 0.559 -2.564
H -2.582 -0.519 -1.847
H 0.745 1.004 -1.202
H 0.014 1.554 1.737
H -1.936 1.190 -0.194
H 2.797 -0.154 0.921
H 1.492 -0.536 2.043
H 2.532 -1.840 1.429
H -2.286 -0.998 0.495
H -0.890 -1.055 -2.005
```

- Kohn-Sham gap: 9.7 eV
- SMILES: C=C[C@@H](C)O.CO
- Highest occupied orbital energy: -8.99 eV
- ΔE to the lowest compared entry with this formula, charge and spin: 50.3 kcal/mol


Entry 2:
ORCA calculation (wB97M-V/def2-TZVPD) on a 3-piece molecular cluster, C5H12O2 overall at a distorted geometry.

```
19
C5H12O2 | OMol25 | wB97M-V/def2-TZVPD
O 1.275 0.637 -0.573
O -0.757 2.328 0.577
C 0.515 -0.404 -0.148
C -1.783 -1.303 0.178
C -1.309 1.072 0.898
C -0.974 -0.044 -0.126
C 2.600 0.353 -0.696
H 3.218 1.232 -0.957
H 3.164 -0.261 0.014
H -1.240 0.347 -1.117
H -1.006 0.731 1.906
H 2.368 -0.838 -1.615
H -2.399 1.222 0.919
H 0.178 2.185 0.372
H -2.856 -1.086 0.152
H 1.230 -1.491 -1.170
H -1.569 -2.090 -0.553
H -1.543 -1.695 1.177
H 0.886 -0.895 0.762
```

- Kohn-Sham gap: 10.3 eV
- Highest occupied orbital energy: -9.58 eV
- ΔE to the lowest compared entry with this formula, charge and spin: 109.4 kcal/mol


Entry 3:
ORCA calculation (wB97M-V/def2-TZVPD) on a 3-piece molecular cluster, C5H12O2 overall at a distorted geometry.

```
19
C5H12O2 | OMol25 | wB97M-V/def2-TZVPD
O 0.395 3.913 -5.785
O -4.609 1.312 -2.523
C 0.877 -0.612 2.994
C 0.590 -1.708 2.174
C 0.741 0.809 2.647
C 0.733 -3.029 0.104
C 1.312 -2.240 1.067
H 2.378 -2.334 1.225
H 0.537 1.389 3.540
H -3.842 0.753 -2.687
H 0.905 4.165 -5.006
H -0.165 -2.654 -0.370
H 1.004 -0.850 4.046
H -0.012 0.978 1.881
H 1.380 -3.674 -0.480
H -4.629 1.653 -1.629
H 1.718 1.239 2.355
H 0.906 3.189 -6.163
H -0.219 -2.300 2.611
```

- Spin multiplicity: 2
- Kohn-Sham gap (alpha / beta): 6.8 / 5.9 eV
- Expectation value of S²: 0.794
- Charge: +1
- Highest occupied orbital energy (alpha / beta): -13.16 / -13.16 eV
- ΔE to the lowest compared entry with this formula, charge and spin: 44.7 kcal/mol